9
Properties=species:S:1:pos:R:3:forces:R:3:nbo_charge:R:1 method="wB97M-V/def2-TZVPD" charge=0 orbital_gap_ev=10.72
H -0.77449 0.23538 1.61212 -0.2 -1.3 -0.6 0.200
C -0.68855 0.02061 0.52861 2.8 -0.6 -0.9 0.443
H 3.22800 -0.19755 -0.39866 1.9 0.0 -0.5 0.221
O -1.26525 -1.15710 -0.03566 0.9 0.7 1.8 -0.703
H -1.56058 -0.99607 -0.93803 0.2 0.2 0.1 0.475
C 1.13460 -0.05319 0.29703 -3.7 0.3 0.1 -0.123
C 2.29402 -0.01246 -0.02571 -2.0 -0.2 0.5 -0.304
O -1.20658 1.12744 -0.05109 0.0 0.7 0.6 -0.677
H -1.16116 1.03295 -0.98861 0.2 0.2 -1.2 0.468

***

103
Properties=species:S:1:pos:R:3:forces:R:3:lowdin_charge:R:1 method="wB97M-V/def2-TZVPD" charge=+1 orbital_gap_ev="6.05 / 6.05"
C 0.32592 4.40953 -0.52240 0.0 0.0 0.0 -0.097
H -4.32138 0.40710 -0.88458 0.0 0.0 0.0 0.092
C 3.73966 3.08009 2.63631 0.0 0.0 0.0 -0.066
H -1.35372 -1.53596 -6.45407 0.0 0.0 0.0 0.125
H -2.67869 3.84407 1.38023 0.0 0.0 0.0 0.121
H -2.05026 1.12360 5.46559 0.0 0.0 0.0 0.114
H -6.10252 1.39683 0.47005 0.0 0.0 0.0 0.107
H -2.67224 -1.41975 2.63219 0.0 0.0 0.0 0.087
C -4.59257 -1.94875 -3.71387 0.0 0.0 0.0 -0.061
H -0.62443 0.71827 3.48721 0.0 0.0 0.0 0.079
C 0.65540 -2.53621 -3.97429 0.0 0.0 0.0 -0.094
C -2.13302 -3.40039 -0.23783 0.0 0.0 0.0 -0.324
H 4.98862 5.93095 1.31460 0.0 0.0 0.0 0.114
C 3.45203 3.11913 0.23665 0.0 0.0 0.0 -0.096
C -5.41091 0.53055 2.30803 0.0 0.0 0.0 -0.082
C 0.74290 5.72421 -0.66878 0.0 0.0 0.0 -0.064
S -1.00670 1.40633 -0.77591 -0.3 0.0 -0.3 0.448
H 4.75885 -0.79062 2.16770 0.0 0.0 0.0 0.103
C 1.99178 -3.81042 -2.46962 0.0 0.0 0.0 -0.001
C 0.55633 4.61378 1.87412 0.0 0.0 0.0 -0.077
H 4.26425 -1.38906 6.37526 0.0 0.0 0.0 0.112
C 0.31517 -1.71988 -2.91154 0.0 0.1 0.0 -0.081
H 0.06588 3.82011 -1.39181 0.0 0.0 0.0 0.073
P -0.36313 2.17170 0.97827 0.2 -0.2 0.0 0.564
H 0.45943 4.19231 2.86828 0.0 0.0 0.0 0.118
C 0.74923 0.85827 1.32671 -0.1 -0.2 -0.7 -0.638
C 3.91770 -0.96136 5.44395 0.0 0.0 0.0 -0.057
C -5.35219 0.77682 0.94422 0.0 0.0 0.0 -0.074
C -3.17735 2.68525 4.52066 0.0 0.0 0.0 -0.062
N -0.99218 -1.64277 -5.52055 0.0 0.0 0.0 0.208
C -2.80863 -5.38796 0.96292 0.0 0.0 0.0 -0.068
C 0.99422 5.91700 1.71860 0.0 0.0 0.0 -0.062
C 0.50406 -2.06022 1.36329 0.2 -0.3 -0.1 -0.702
H 1.80357 -4.22675 -4.58372 0.0 0.0 0.0 0.135
F 0.33626 -3.34099 0.97561 0.0 0.0 0.0 0.055
C 3.28851 2.47614 1.46308 0.0 0.0 -0.1 -0.335
C -2.18581 1.71826 4.57163 0.0 0.0 0.0 -0.067
H -1.91272 0.68647 -2.91637 0.0 0.0 0.0 0.020
H -3.81093 2.85414 5.38164 0.0 0.0 0.0 0.114
C -1.62395 -5.60065 -1.11198 0.0 0.0 0.0 -0.070
F 1.70294 -2.07238 2.00603 -0.1 0.0 0.0 0.024
H -5.34849 -2.69008 -3.93829 0.0 0.0 0.0 0.111
P 2.50457 0.86186 1.51242 -0.2 -0.1 0.2 0.545
C 4.50504 4.96361 1.35772 0.0 0.0 0.0 -0.062
C 1.07786 6.47412 0.44815 0.0 0.0 0.0 -0.061
C 4.05840 4.36227 0.18787 0.0 0.0 0.0 -0.064
C 3.02467 0.11634 3.05804 0.1 0.0 0.0 -0.378
H 5.56111 -1.73738 4.30280 0.0 0.0 0.0 0.113
H 0.80348 6.16195 -1.65625 0.0 0.0 0.0 0.113
C -2.65696 -0.07358 -3.10324 0.0 0.0 0.0 -0.197
C 4.34590 4.32541 2.57880 0.0 0.0 0.0 -0.063
H -1.61857 -1.47686 -4.74947 0.0 0.0 0.0 0.060
Ge -2.05896 -1.45161 -0.41866 -0.1 -0.1 0.0 0.929
H 1.40210 7.50010 0.33174 0.0 0.0 0.0 0.113
C 4.64842 -1.15748 4.27947 0.0 0.0 0.0 -0.054
C 0.22411 3.85490 0.75068 0.0 0.0 0.0 -0.352
C -1.57741 -4.21996 -1.22126 0.0 0.0 -0.1 -0.127
C 2.29301 0.31750 4.22307 0.0 0.0 0.0 -0.085
C 1.59457 -2.96103 -1.45647 0.0 0.0 0.0 -0.146
Ir 0.34972 -0.56833 -0.03237 0.3 0.6 1.3 0.847
C -1.37449 1.49880 3.46838 0.0 0.0 0.0 -0.088
S 2.87661 -0.24445 -0.13435 -0.1 -0.1 0.0 0.462
F -0.41627 -1.86013 2.34878 0.0 0.1 -0.1 0.036
C 2.74194 -0.22431 5.41759 0.0 0.0 0.0 -0.058
H -4.48337 -0.46086 3.96739 0.0 0.0 0.0 0.109
C -3.80560 -2.09481 -2.57852 0.0 0.0 0.0 -0.094
H -0.31183 -0.85189 -3.05102 0.0 0.0 0.0 0.090
C -2.81714 -1.16173 -2.24049 -0.1 0.0 0.0 -0.313
C -2.23520 -6.18858 -0.01213 0.0 0.0 0.0 -0.074
C -3.42400 -0.81725 2.14022 0.0 0.0 0.0 -0.125
N 0.75299 -1.93470 -1.66101 0.1 0.2 -0.2 -0.130
C 1.51568 -3.60175 -3.74880 0.0 0.0 0.0 0.035
H -2.27381 -7.26641 0.07652 0.0 0.0 0.0 0.106
C -4.41944 -0.85483 -4.54723 0.0 0.0 0.0 -0.078
C -4.33906 0.21560 0.18117 0.0 0.0 0.0 -0.110
C -1.54047 2.27627 2.32613 0.0 0.0 0.0 -0.337
H -3.98256 -2.94966 -1.93941 0.0 0.0 0.0 0.102
O 0.83243 -2.72114 -6.31836 0.0 0.0 0.0 0.081
H -4.15916 4.17253 3.32166 0.0 0.0 0.0 0.114
H -5.03842 -0.73153 -5.42632 0.0 0.0 0.0 0.109
H -3.29253 0.94198 -4.87836 0.0 0.0 0.0 0.112
H 4.70612 4.78976 3.48708 0.0 0.0 0.0 0.112
C 0.17538 -2.31075 -5.38510 0.0 0.0 0.0 -0.492
C -2.75720 -4.00437 0.85012 0.0 0.0 0.0 -0.094
H 3.11911 2.63517 -0.67373 0.0 0.0 0.0 0.095
C -3.36356 -0.59677 0.76466 0.0 0.0 0.0 -0.304
H 3.63968 2.57534 3.58796 0.0 0.0 0.0 0.104
H 2.17300 -0.07564 6.32560 0.0 0.0 0.0 0.111
H 1.25598 6.50448 2.58846 0.0 0.0 0.0 0.115
H 2.67302 -4.61754 -2.24236 0.0 0.0 0.0 0.124
C -2.54893 3.23784 2.26947 0.0 0.0 0.0 -0.068
H -3.30093 -5.83907 1.81480 0.0 0.0 0.0 0.107
H -1.19016 -6.21888 -1.88802 0.0 0.0 0.0 0.106
C -3.37280 3.43097 3.36399 0.0 0.0 0.0 -0.059
C -3.44510 0.08267 -4.23753 0.0 0.0 0.0 -0.097
H -3.21956 -3.40220 1.62010 0.0 0.0 0.0 0.089
H 4.19104 4.85918 -0.76386 0.0 0.0 0.0 0.115
C -4.44499 -0.26636 2.90274 0.0 0.0 0.0 -0.085
H 1.97386 -3.09075 -0.45725 0.0 0.0 0.0 0.095
C 4.20378 -0.62003 3.08254 0.0 0.0 0.0 -0.082
H 1.37611 0.89459 4.20141 0.0 0.0 0.0 0.093
H -1.11668 -3.78371 -2.10164 0.0 0.0 0.0 0.086
H -6.20758 0.95618 2.90503 0.0 0.0 0.0 0.108

***

8
Properties=species:S:1:pos:R:3:forces:R:3:nbo_charge:R:1 method="wB97M-V/def2-TZVPD" charge=0 orbital_gap_ev="7.02 / 7.03"
Cl -4.51264 -0.12079 -0.05827 -0.2 -0.6 0.3 0.029
N -0.25336 0.92497 0.02633 0.1 -0.9 -0.8 -0.705
C -0.92307 1.99454 0.07873 -1.9 0.0 -0.1 0.298
C -0.72798 -0.46592 0.08934 3.6 2.5 0.9 0.018
O -2.00188 -0.58657 0.13204 -3.1 -1.3 -0.9 -0.389
C -2.88426 0.33447 -0.04510 2.6 2.3 0.2 0.079
H -0.03763 -1.19094 -0.25484 -0.1 -0.7 -0.3 0.198
H 0.71645 1.24116 -0.27506 -1.0 -1.3 0.7 0.473

***

12
Properties=species:S:1:pos:R:3:forces:R:3:nbo_charge:R:1 method="wB97M-V/def2-TZVPD" charge=-1 orbital_gap_ev=5.82
N 1.18112 1.19250 0.30778 -0.1 2.9 -2.0 -0.356
C -1.24904 1.35812 -0.03313 2.6 -0.9 1.0 0.234
N -0.04170 -1.51844 -0.82096 -0.3 -1.6 -0.2 -0.906
O 2.13436 0.12491 0.09110 1.1 1.4 0.8 -0.634
H 1.73505 -0.65819 -0.22515 -1.6 -1.3 -0.8 0.462
H -0.30828 0.41917 1.73365 0.4 1.4 -1.2 0.198
C -0.13967 0.94612 0.74092 -1.5 -2.7 1.5 -0.468
N -1.96305 1.77536 -0.83579 -1.6 0.8 -1.0 -0.529
H 0.12936 -2.39278 -1.48048 -1.1 2.1 2.3 0.386
O -1.68930 -1.58911 0.99016 1.8 0.1 -1.7 -0.582
H 1.05223 1.76196 -0.61982 0.7 -1.7 2.0 0.328
C -0.84108 -1.41963 0.15172 -0.3 -0.4 -0.5 0.867

***

30
Properties=species:S:1:pos:R:3:forces:R:3:nbo_charge:R:1 method="wB97M-V/def2-TZVPD" charge=0 orbital_gap_ev=7.94
C -1.79698 0.33297 -2.49233 2.8 -0.4 -0.1 -0.485
C -1.63123 -0.44161 1.12185 1.3 -0.4 1.3 0.323
H -2.72477 0.80748 -2.30712 -1.0 0.5 0.4 0.226
C -1.14146 0.87541 -3.76904 2.4 0.5 0.0 -0.160
O 1.01804 0.03049 0.20927 -1.8 -0.5 -1.0 -0.399
H 0.45081 1.77327 -4.71987 0.9 0.5 -0.5 0.208
H 0.88588 -1.99728 0.65918 0.7 -1.1 -1.4 0.217
H -0.26571 1.97915 0.16041 -1.1 -1.0 -2.8 0.418
H -1.92227 -0.75191 -2.57662 -0.1 0.2 0.1 0.261
O -3.30691 1.03149 0.74386 0.6 0.7 0.8 -0.572
C 0.05772 1.56310 -3.76196 -5.0 -2.8 -2.0 -0.384
H -1.50041 0.48581 -4.72545 -0.4 0.5 0.3 0.203
N 0.06633 -0.30741 -0.93938 -0.2 0.8 -1.4 0.231
H -1.79501 2.07004 -0.51072 0.1 0.2 -0.4 0.401
H 3.07199 -2.88020 2.35530 -0.4 -0.2 -0.1 0.221
H -0.91866 -1.62453 2.51629 0.5 0.0 0.4 0.248
H 2.69669 -0.53445 2.03172 -0.1 0.4 -0.2 0.225
H 1.23039 -3.10578 2.48533 0.1 -0.7 -0.7 0.199
C -0.81131 0.61641 -1.34098 1.2 -3.3 0.3 0.392
H 0.49356 1.58816 -2.85138 2.0 1.1 2.3 0.194
H 2.04335 -2.51887 3.82233 0.8 -0.1 -0.4 0.203
H -4.24454 0.85494 0.71604 -0.4 -0.1 -0.2 0.485
N -2.75167 -0.24716 0.74378 -2.6 -0.3 -1.9 -0.196
O 0.32337 -1.39955 -1.51248 -0.2 0.1 0.2 -0.549
C -0.61554 -1.06388 1.64358 -0.4 0.5 -0.1 -0.338
N -0.84558 1.80174 -0.76198 0.5 3.4 4.1 -0.815
C 2.10937 -2.52536 2.71823 -1.2 2.4 1.0 -0.606
H 1.36058 -0.60580 3.15719 -1.0 1.5 1.3 0.203
C 1.73972 -0.98406 2.27278 2.2 -3.5 -0.8 -0.398
C 0.77954 -1.05542 1.10671 -0.1 1.2 1.5 0.046

***

10
Properties=species:S:1:pos:R:3:forces:R:3:nbo_charge:R:1 method="wB97M-V/def2-TZVPD" charge=0 orbital_gap_ev=10.89
C -0.56351 -0.49634 0.30998 -0.7 -0.7 0.2 0.632
H 0.72678 1.14011 -2.00033 0.1 0.0 0.2 0.195
H -0.03079 1.92654 -0.53779 0.1 0.0 -0.2 0.142
O -0.62851 0.00430 -0.95859 0.3 0.1 0.9 -0.478
O 1.42347 0.51793 -0.16456 -0.4 -0.3 0.1 -0.368
N 0.68613 -0.12612 0.88234 0.3 0.6 0.4 -0.364
H 0.55885 0.58147 1.63103 0.0 -0.6 -0.5 0.369
H -1.08658 -1.60488 1.70460 -0.1 0.1 0.2 0.352
C 0.38974 1.00592 -0.97393 -0.4 0.3 -0.4 0.202
N -1.46974 -1.19939 0.85643 0.9 0.6 -0.9 -0.682

***

Calculated relative energy (zero: lowest compared OMol25 entry of this formula, charge and spin) (eV), listed in the same order as above: 3.697, 0.451, 7.341, 3.918, 9.620, 3.436